{"formula": "C27H80N8O13", "method": "ωB97M-V/def2-TZVPD", "e_homo_ha": -0.3537, "relative_energy_kcal_mol": 18.9, "total_energy_ev": -67831.4665, "charge": 0, "elements": ["C", "O", "H", "H", "H", "H", "C", "O", "H", "H", "H", "H", "C", "O", "N", "N", "H", "H", "H", "H", "C", "O", "N", "N", "H", "H", "H", "H", "C", "O", "N", "N", "H", "H", "H", "H", "C", "O", "N", "N", "H", "H", "H", "H", "C", "C", "C", "O", "H", "H", "H", "H", "H", "H", "H", "H", "C", "C", "C", "O", "H", "H", "H", "H", "H", "H", "H", "H", "C", "C", "C", "O", "H", "H", "H", "H", "H", "H", "H", "H", "C", "C", "C", "O", "H", "H", "H", "H", "H", "H", "H", "H", "C", "C", "C", "O", "H", "H", "H", "H", "H", "H", "H", "H", "C", "C", "C", "O", "H", "H", "H", "H", "H", "H", "H", "H", "C", "C", "C", "O", "H", "H", "H", "H", "H", "H", "H", "H"], "xyz": [[6.9843, -0.8160, -20.3732], [7.4040, -2.1305, -20.4694], [6.5029, -0.6963, -19.4026], [7.8500, -0.1541, -20.3981], [6.3150, -0.5878, -21.2027], [6.7565, -2.5867, -21.0119], [16.2191, 10.9046, -15.6774], [15.5877, 9.9431, -16.5358], [15.6450, 10.9255, -14.7511], [17.2495, 10.5838, -15.5240], [16.3540, 11.8906, -16.1222], [15.1822, 10.4665, -17.2310], [19.3239, 5.1462, -15.5626], [20.2063, 4.7356, -14.8304], [18.1203, 4.6325, -15.7204], [19.4989, 6.2696, -16.2094], [17.8938, 3.8882, -15.0764], [17.3597, 5.1498, -16.1377], [20.2907, 6.8836, -16.0824], [18.8647, 6.3908, -16.9861], [8.3937, 12.3822, -22.9918], [8.1570, 13.4828, -22.6321], [7.8081, 11.3309, -22.5243], [9.2556, 12.0370, -23.9158], [7.1295, 11.4863, -21.7924], [8.1964, 10.4028, -22.6138], [9.6767, 12.7439, -24.5015], [9.5493, 11.0730, -23.9830], [7.2873, 2.2839, -13.8705], [6.6182, 2.8744, -13.0896], [7.2474, 2.4419, -15.1700], [8.1694, 1.3509, -13.4403], [6.6647, 3.2097, -15.4717], [7.7853, 1.8378, -15.7748], [8.4520, 1.0603, -12.5152], [8.5675, 0.9094, -14.2569], [14.4877, 14.2720, -20.4895], [14.3031, 13.0942, -20.3016], [13.4886, 15.0113, -20.9940], [15.5662, 14.9249, -20.1983], [12.5596, 14.6195, -21.0540], [13.7603, 15.9742, -21.1323], [16.2642, 14.5289, -19.5850], [15.5850, 15.8619, -20.5747], [21.4911, 8.8016, -25.9687], [20.7053, 8.9726, -24.7034], [20.2568, 7.7117, -24.0646], [21.5722, 9.5187, -23.8123], [22.5110, 8.4454, -25.8241], [21.4319, 9.7802, -26.4452], [20.9813, 8.0369, -26.5548], [19.9190, 9.6777, -24.9731], [19.5325, 7.1422, -24.6470], [19.7035, 8.0705, -23.1967], [21.1686, 7.1915, -23.7715], [21.0321, 9.9544, -23.1490], [9.4412, 12.4536, -16.3184], [8.1908, 12.6571, -15.4859], [7.9840, 11.6525, -14.2821], [8.2669, 13.8832, -14.8330], [10.3138, 12.6609, -15.6990], [9.2228, 13.0251, -17.2205], [9.4623, 11.3639, -16.3321], [7.3408, 12.5961, -16.1656], [7.9179, 10.6118, -14.5997], [7.1102, 11.9562, -13.7057], [8.9133, 11.6771, -13.7130], [8.5381, 14.4430, -15.5641], [1.8488, 4.6886, -20.8802], [3.0570, 4.7305, -19.9805], [3.4271, 6.2494, -19.8198], [2.5827, 4.1527, -18.7884], [0.8269, 4.7248, -20.5027], [1.9249, 3.7346, -21.4019], [1.8298, 5.4269, -21.6818], [3.9205, 4.1598, -20.3223], [3.4987, 6.7665, -20.7766], [4.4035, 6.4485, -19.3783], [2.6805, 6.8030, -19.2503], [2.6848, 4.8672, -18.1554], [5.4116, 5.7472, -26.3549], [5.9153, 4.7104, -27.4254], [4.7956, 3.9057, -28.1126], [6.5103, 5.4404, -28.4886], [6.2042, 6.3005, -25.8513], [4.7919, 5.1327, -25.7018], [4.8329, 6.4829, -26.9135], [6.6460, 4.0807, -26.9179], [5.1582, 3.4885, -29.0520], [3.8644, 4.4188, -28.3526], [4.4428, 3.1280, -27.4352], [5.8659, 6.1280, -28.6717], [13.9865, 9.3719, -27.4313], [13.3746, 8.2745, -28.1738], [14.1513, 7.0522, -28.6242], [12.4052, 7.6332, -27.3152], [14.6917, 9.8633, -28.1016], [14.6217, 8.8921, -26.6868], [13.2365, 10.0557, -27.0337], [12.7771, 8.6499, -29.0046], [15.2011, 7.3006, -28.4679], [13.9944, 6.8083, -29.6749], [13.9136, 6.1574, -28.0489], [11.8659, 7.0701, -27.8753], [13.5968, -1.6328, -24.5044], [13.0747, -2.9962, -25.0290], [11.5878, -2.8728, -25.4741], [13.8734, -3.5846, -26.0512], [12.9009, -1.0191, -23.9323], [14.0289, -0.9704, -25.2544], [14.4919, -1.7632, -23.8962], [12.9618, -3.6660, -24.1765], [11.4375, -1.9919, -26.0983], [10.9315, -2.6526, -24.6321], [11.2416, -3.7477, -26.0242], [14.6402, -3.9559, -25.6088], [11.5806, 5.5324, -20.2101], [11.9140, 6.7927, -20.9589], [13.3671, 6.8038, -21.4514], [11.0062, 6.9697, -22.0383], [10.5645, 5.5418, -19.8158], [12.1705, 5.3175, -19.3191], [11.6817, 4.6464, -20.8369], [11.7343, 7.6981, -20.3791], [13.9456, 6.7335, -20.5303], [13.7020, 7.6930, -21.9854], [13.7498, 5.9034, -21.9319], [11.3969, 6.7515, -22.8876]], "atomic_forces_ev_per_a": [[-0.20, 0.77, 0.36], [0.49, -1.47, -0.47], [-0.37, 0.45, -0.05], [0.01, 0.06, -0.13], [-0.11, 0.46, 0.18], [0.19, -0.27, 0.12], [0.34, -0.67, -0.12], [0.20, 0.74, -0.21], [0.32, 0.36, 0.12], [-0.07, -0.27, 0.45], [-0.59, 0.11, -0.07], [-0.21, -0.29, -0.21], [2.42, 0.21, 2.08], [-0.02, -1.15, 0.67], [-2.46, -2.10, 0.04], [-0.41, 2.93, -2.69], [-0.10, 0.08, -0.31], [0.25, -0.12, 0.29], [-0.14, -0.60, -0.09], [0.45, 0.77, 0.02], [0.79, 0.14, -0.49], [-0.83, 3.74, 0.76], [-3.00, -3.91, 2.83], [2.97, -0.24, -2.98], [0.28, -0.19, -0.03], [-0.29, 0.25, 0.01], [0.09, -0.30, 0.34], [0.04, 0.47, -0.41], [0.87, -1.27, 2.90], [-2.08, 2.24, 1.65], [-0.14, 0.45, -2.79], [1.44, -1.47, -1.75], [0.21, -0.44, -0.43], [-0.40, 0.63, -0.23], [-0.61, 0.50, -0.29], [0.71, -0.64, 0.94], [-3.05, -2.44, -0.16], [0.33, -1.92, 0.72], [-0.06, 1.59, -0.75], [2.97, 2.23, 0.38], [0.35, 0.36, -0.19], [-1.37, 0.00, -0.19], [-0.09, 0.25, -0.49], [0.91, -0.11, 0.71], [-0.54, -0.41, -0.70], [0.08, -0.76, -1.75], [-1.27, -0.04, 0.17], [1.41, 2.26, 1.95], [0.00, 0.28, 0.23], [0.59, -0.27, -0.50], [0.00, 0.21, -0.48], [-0.60, -0.13, 0.32], [0.32, -0.32, -0.14], [0.06, -0.53, 0.50], [-0.37, -0.41, 0.01], [0.33, 0.13, 0.41], [-1.01, -1.25, 1.52], [-0.27, -1.84, 1.94], [0.82, 0.30, -1.55], [-0.29, 1.32, -0.36], [0.11, 0.79, -0.43], [1.10, -0.44, -0.32], [0.25, -0.14, -1.48], [-0.39, 0.06, 0.02], [-0.43, 0.02, -0.21], [0.23, -0.09, 0.06], [-0.18, 0.31, 0.44], [0.05, 0.95, 0.38], [-0.11, -1.00, -2.58], [-1.10, 2.42, 0.04], [0.65, -0.42, -0.01], [0.76, 0.17, 1.27], [0.47, 0.05, 1.01], [-0.42, -0.22, -0.20], [0.45, 0.17, -0.06], [-0.13, 0.04, -0.37], [-0.20, -0.32, -0.23], [0.05, -0.32, 0.41], [-0.22, -0.21, 0.13], [-0.19, -0.35, 0.61], [-0.03, -1.39, -1.27], [-1.08, 1.48, -0.12], [-0.20, -0.66, 1.12], [1.00, 0.17, 0.12], [0.09, -0.44, 0.09], [-0.15, 0.65, 0.49], [-0.46, 0.01, 0.26], [0.17, -0.19, -0.55], [0.16, -0.19, 0.26], [0.25, 0.80, 0.05], [0.14, -0.46, -0.12], [0.12, 0.21, -0.32], [1.56, -0.09, 0.10], [-2.98, -2.48, -0.77], [1.85, 0.65, -0.65], [-1.09, 0.87, 1.08], [-0.12, 0.44, 0.02], [-0.16, 0.41, 0.64], [0.26, -0.10, 0.07], [0.24, 0.38, -0.34], [0.39, -0.51, -0.29], [0.10, 0.14, -0.06], [0.02, 0.32, 0.16], [-0.08, -0.06, 0.07], [1.10, -0.11, -0.22], [-1.77, 0.80, 0.50], [0.65, 0.72, -0.56], [-0.34, 0.39, 0.40], [-0.29, -0.42, 0.02], [-0.55, -0.18, -0.72], [-0.09, -0.37, 0.50], [0.67, -0.27, 0.18], [0.20, -0.04, -0.44], [0.18, -0.43, 0.29], [0.07, -0.04, 0.18], [0.17, -0.05, -0.12], [-0.40, -0.72, 0.74], [0.69, 0.35, -1.24], [0.52, -0.27, 1.39], [-0.79, 0.01, -0.44], [-0.20, 0.16, -0.33], [0.47, 0.42, -0.06], [-0.04, 0.09, -0.26], [0.26, -0.17, 0.50], [0.30, 0.49, 0.21], [-0.35, -0.01, -0.03], [-0.71, -0.14, -0.62], [0.23, -0.15, 0.12]]}